Density functional theory data (wB97M-V/def2-TZVPD) for a structure of composition C5H14N3 in a non-equilibrium geometry.

```
22
Properties=species:S:1:pos:R:3:forces:R:3
N -0.4371 1.0767 0.1927 0.1 4.3 1.5
N 0.4381 -1.3477 0.6598 2.9 -0.6 0.2
N -1.2703 -0.1089 -1.9658 0.1 0.3 -0.7
C -0.9324 -1.1432 -1.2664 -0.1 2.4 -0.7
C -0.6411 -0.8188 0.1149 -2.7 -2.6 -3.1
C -0.8951 1.4467 1.5666 4.4 -0.6 0.4
C 0.8155 1.6097 -0.3391 -2.4 1.1 -2.7
C 1.7014 -1.6956 0.0100 -0.2 -0.7 -1.0
H -1.1919 1.2299 -0.4804 0.1 -0.8 -0.6
H 0.5391 -1.4118 1.6134 -0.2 -0.1 2.8
H -0.0627 1.1089 2.3140 -1.3 1.1 -1.3
H 1.9644 -2.7147 0.4435 0.0 1.2 -0.7
H 2.5722 -0.9612 0.2210 -1.5 -0.9 -0.2
H 1.2483 0.8711 -0.9937 0.2 -0.3 -0.3
H -1.0804 2.4982 1.6330 0.0 0.7 0.0
H -1.2934 -2.1231 -1.3748 0.5 -1.9 -1.2
H -1.7154 0.9058 1.8725 -2.1 -1.2 0.1
H -1.6578 -0.8365 0.4209 -0.3 0.2 2.3
H -1.5958 -0.2227 -2.9245 -0.3 -0.6 0.4
H 1.4513 -1.7835 -1.0960 0.9 0.1 1.4
H 1.4562 1.8871 0.4062 1.7 0.6 2.0
H 0.5869 2.5338 -1.0277 0.3 -1.7 1.3
```
Positions in Å, forces in eV/Å.

The value obtained for the HOMO energy (alpha / beta) is -9.016 / -13.374 eV. The multiplicity is 3. Its net charge is +1. The electronic energy comes out at -9868.5876 eV. The calculation puts the energy relative to the best compared isomer or geometry (same formula, charge and spin) at 75.8 kcal/mol.


Density functional theory data (wB97M-V/def2-TZVPD) for a cluster of 2 separate species, C5H14N3O in total in a non-equilibrium geometry.

```
23
Properties=species:S:1:pos:R:3:forces:R:3
O -1.1581 1.6978 -0.5650 -0.4 2.0 -1.8
N -2.4876 -0.2749 0.7234 1.2 -0.6 -0.2
N 1.9037 0.0438 0.2346 0.4 -1.8 -1.3
N -0.0932 0.7913 -0.6288 0.4 -1.6 -0.4
C -2.4681 -1.4025 -0.1768 -1.0 -2.7 -1.0
C 3.2113 0.3725 0.7734 0.5 -0.2 3.0
C -2.8232 0.8983 0.3202 -0.7 1.7 0.9
C 0.9757 1.0019 0.0764 0.0 -0.1 0.1
C 1.9893 -1.1393 -0.6799 -1.3 -1.4 0.5
H -3.4697 -1.3206 -0.7084 1.1 -0.7 0.7
H -1.8592 -0.3203 1.5292 -0.6 0.0 -0.1
H 1.3534 1.8642 0.6001 -1.0 1.0 0.3
H 3.6108 1.1516 0.1354 0.9 -0.1 0.1
H -1.7065 -1.3087 -1.0066 -0.4 -0.1 1.3
H 1.2682 -0.9835 -1.5209 0.2 -0.5 1.1
H 2.9587 -1.1973 -1.2164 -0.3 0.1 0.9
H -2.7778 1.6211 1.1936 -0.2 -0.3 -1.8
H -3.3982 1.1025 -0.6579 0.8 -0.6 2.0
H -1.4707 1.8913 -1.5299 1.3 -0.6 2.3
H 1.8015 -2.1604 -0.0406 0.4 2.5 -1.8
H 3.8133 -0.5960 0.8192 -0.6 1.6 -0.3
H -2.3720 -2.4760 0.4043 -0.3 3.0 -1.5
H 3.1983 0.7432 1.9214 -0.3 -0.6 -2.7
```
Positions in Å, forces in eV/Å.

The value obtained for the HOMO energy is -12.252 eV. The multiplicity is 1. Its net charge is +1. The electronic energy comes out at -11919.0619 eV. The calculation puts the energy relative to the best compared isomer or geometry (same formula, charge and spin) at 123.3 kcal/mol.


Density functional theory data (wB97M-V/def2-TZVPD) for the ion C5H14N3P2 with charge +1 in a non-equilibrium geometry.

```
24
Properties=species:S:1:pos:R:3:forces:R:3
P 1.3249 -0.0727 0.0184 -3.3 -1.2 1.0
P -1.5905 0.0218 0.1893 -0.1 -0.9 -3.5
N 1.3972 1.7585 0.1554 0.6 2.0 -0.4
N -0.1494 -0.3767 -0.4743 2.6 -0.3 0.0
N -1.4528 0.6683 1.5924 0.9 1.8 2.5
C 2.4879 -0.6444 -1.1315 -2.3 -2.4 -2.2
C -2.2587 1.1642 -1.0831 1.5 0.9 0.0
C 0.4251 2.3285 0.7359 -0.9 -2.0 -0.1
C 1.6392 -0.6183 1.7082 0.0 1.9 0.0
C -2.7136 -1.4292 0.1011 0.3 0.2 -0.8
H 3.4953 -0.5222 -0.8677 1.5 0.8 -0.2
H -3.2910 1.1942 -0.9232 -1.9 0.2 0.2
H -2.6071 -1.7676 -0.9715 -0.2 0.4 1.0
H -2.4620 -2.2932 0.7472 -0.2 0.8 -0.1
H -0.0675 3.2814 0.9023 0.8 0.2 -0.1
H 0.7752 -0.0814 2.1977 0.3 -1.4 -0.1
H 2.0194 -0.3490 -2.1429 1.6 -0.2 1.2
H -3.7314 -1.0170 0.2364 0.4 -0.6 0.1
H 1.6301 -1.7103 1.5997 -0.3 0.3 0.7
H 2.1508 2.3219 -0.3561 -1.1 -0.7 0.8
H 2.3444 -1.8144 -1.1334 0.0 2.1 0.2
H -1.8997 2.2243 -0.8020 -0.3 -1.6 -0.8
H 2.5239 -0.2077 2.2427 -0.2 -0.6 -0.7
H -2.1105 0.8889 -2.1596 0.3 0.3 1.1
```
Positions in Å, forces in eV/Å.

The value obtained for the HOMO energy (alpha / beta) is -12.572 / -12.187 eV. The multiplicity is 1. Its net charge is +1. The electronic energy comes out at -28448.6992 eV. The calculation puts the energy relative to the best compared isomer or geometry (same formula, charge and spin) at 132.5 kcal/mol.


Density functional theory data (wB97M-V/def2-TZVPD) for a cluster of 2 separate species, C5H14N4 in total in a non-equilibrium geometry.

```
23
Properties=species:S:1:pos:R:3:forces:R:3
N 0.9805 -1.1932 2.4491 0.0 0.1 0.4
N -0.4923 1.4332 1.5724 0.2 0.0 0.2
N -1.6202 -0.6394 0.0046 1.2 -1.0 1.1
N 0.8843 -1.3494 1.0883 1.0 -0.1 -0.4
C -0.5866 1.4991 0.1599 -0.9 0.1 -0.3
C 1.6664 -0.6747 0.3357 -0.2 -0.5 0.6
C -1.4181 0.7258 -2.0572 0.4 -0.1 0.1
C -1.2134 0.5637 -0.5783 1.0 0.6 -0.1
C 1.7957 -0.9937 -1.1120 -0.2 0.3 -0.1
H -0.5498 2.3495 2.0031 -0.1 -0.2 -0.1
H 2.8161 -1.3238 -1.3256 -0.1 0.0 0.0
H -0.7681 -1.0907 0.5331 -2.0 0.7 -1.3
H 1.0977 -1.7757 -1.4000 0.0 -0.1 0.0
H -0.2411 2.4228 -0.2886 0.0 -0.1 -0.1
H 1.1864 -0.2433 2.7478 -0.1 0.0 -0.1
H 2.3270 0.0961 0.7437 0.0 -0.1 0.1
H -1.9689 -1.2846 -0.6954 0.1 0.0 0.2
H -0.9558 -0.1033 -2.6168 -0.2 0.2 0.1
H 1.5894 -0.1048 -1.7129 0.1 0.0 -0.1
H -0.9795 1.6586 -2.4098 0.0 0.0 0.0
H 0.1474 -1.5477 2.8998 0.1 0.1 -0.1
H -2.4796 0.7470 -2.2869 -0.2 -0.1 -0.1
H -1.2174 0.8283 1.9460 0.0 0.1 0.0
```
Positions in Å, forces in eV/Å.

The value obtained for the HOMO energy is -7.063 eV. The multiplicity is 1. Its SMILES is C/C(N)=C/N.C/C=N/N. The electronic energy comes out at -11370.9449 eV. The calculation puts the energy relative to the best compared isomer or geometry (same formula, charge and spin) at 33.9 kcal/mol.


Density functional theory data (wB97M-V/def2-TZVPD) for a cluster of 2 separate species, C5H14N4 in total in a non-equilibrium geometry.

```
23
Properties=species:S:1:pos:R:3:forces:R:3
N -0.8114 1.1452 0.5175 -0.5 0.0 -1.3
N -0.1470 -0.9959 -1.8619 -1.8 2.3 -0.8
N -1.2943 -2.2776 -0.3257 0.2 -0.1 -0.2
N 0.2423 1.9307 0.7583 0.2 0.0 0.0
C 1.0522 2.5554 -0.2732 -0.3 -0.1 0.0
C 0.6294 -1.6033 1.8019 -0.1 0.0 -0.1
C -1.4098 1.1793 -0.6645 -0.2 1.5 1.9
C -0.1237 -1.5738 -0.6118 -0.1 1.2 1.9
C 0.6915 -1.1257 0.3841 0.2 -1.2 -0.7
H -0.8807 -0.0268 -1.6615 2.0 -2.8 -0.7
H -1.6822 -2.7429 -1.1326 0.0 -0.1 0.1
H -0.3288 -1.3354 2.2551 0.0 0.0 0.1
H 1.4233 -1.1490 2.3951 0.0 0.0 0.1
H -2.4349 0.8337 -0.6227 0.1 -0.5 -0.2
H -1.2498 2.0120 -1.3506 0.4 -0.2 -0.2
H 1.5491 -0.5371 0.0896 -0.1 0.2 -0.1
H 0.7357 -0.5337 -2.0543 0.1 -0.1 0.1
H 0.7451 -2.6885 1.8886 0.0 0.0 0.0
H 0.7501 1.6075 1.5685 -0.1 0.0 -0.1
H 0.4762 3.3221 -0.7940 0.1 0.0 0.0
H -1.2594 -2.8541 0.4995 0.0 0.0 0.0
H 1.9081 3.0283 0.2046 -0.1 0.0 0.0
H 1.4190 1.8296 -1.0100 -0.1 0.0 0.0
```
Positions in Å, forces in eV/Å.

The value obtained for the HOMO energy is -7.291 eV. The multiplicity is 1. Its SMILES is CC=C(N)N.C=NNC. The electronic energy comes out at -11369.4024 eV. The calculation puts the energy relative to the best compared isomer or geometry (same formula, charge and spin) at 69.4 kcal/mol.


Density functional theory data (wB97M-V/def2-TZVPD) for an isolated molecule of C5H14N4 in a non-equilibrium geometry.

```
23
Properties=species:S:1:pos:R:3:forces:R:3
N 0.8211 -1.5638 -0.0876 0.3 -1.3 -0.2
N 2.2056 0.1691 0.8029 -0.1 -0.2 -0.2
N 0.0948 2.0022 0.3255 0.0 0.5 0.4
N -0.6028 -0.0542 1.2142 -0.9 0.4 0.8
C -0.1486 0.6349 0.0489 1.4 -0.8 -0.9
C -1.0406 0.5141 -1.1923 -0.2 0.0 0.4
C 1.2505 -0.2609 -0.2133 -0.8 1.8 0.0
C -1.7516 0.5194 1.8715 -0.2 -0.1 -0.1
C 0.4674 -2.2637 -1.2907 0.1 -0.1 0.0
H -0.5198 0.8636 -2.0876 0.0 0.0 0.1
H -1.4543 1.0809 2.7677 0.1 0.0 -0.1
H 3.1136 -0.2411 0.6093 -0.1 0.0 0.0
H 0.9250 2.1340 0.8906 0.0 0.0 -0.2
H -2.3787 1.1830 1.2617 0.1 0.0 0.0
H -1.9264 1.1346 -1.0427 0.0 0.0 -0.1
H -1.3764 -0.5062 -1.3443 0.0 -0.1 0.0
H 0.4406 -1.6616 -2.2091 0.0 0.0 0.1
H 1.6036 0.0401 -1.2090 0.1 -0.1 0.0
H -2.3569 -0.3172 2.2398 0.0 0.1 0.0
H 0.0345 2.6512 -0.4458 0.1 -0.2 0.0
H 1.8875 -0.2186 1.6866 0.0 0.0 0.0
H -0.4930 -2.7725 -1.1604 0.0 0.1 0.0
H 1.2049 -3.0673 -1.4359 -0.1 0.1 0.0
```
Positions in Å, forces in eV/Å.

The value obtained for the HOMO energy (alpha / beta) is -8.149 / -8.928 eV. The multiplicity is 1. The electronic energy comes out at -11368.7737 eV. The calculation puts the energy relative to the best compared isomer or geometry (same formula, charge and spin) at 83.9 kcal/mol.


Q: What is the energy relative to the best compared isomer or geometry (same formula, charge and spin) in the third record?
A: 132.5 kcal/mol